ORCA calculation (the ωB97M-V functional and the def2-TZVPD basis) on a cluster of 10 separate species, C52H132F6N8O17P2S6 in total.

```
223
Properties=species:S:1:pos:R:3:mulliken_charge:R:1
C -12.3245 7.8237 10.7524 -1.373
C -11.9192 6.3659 10.7615 0.792
C -11.8997 5.7011 12.1208 -1.035
O -11.0854 6.3101 13.0983 -0.260
C -11.0075 5.4149 14.2120 -0.813
N -12.8785 5.5119 9.9083 -0.287
H -13.2775 5.8305 9.0248 0.317
H -12.4660 4.5941 9.7346 0.377
H -13.6912 5.3602 10.5191 0.388
H -13.1749 8.0805 11.3805 0.390
H -12.3079 8.1899 9.7260 0.222
H -11.4969 8.3959 11.1798 0.373
H -11.0225 6.1228 10.1867 0.073
H -11.8736 4.6095 12.0302 0.441
H -12.9139 5.8688 12.5299 0.407
H -11.9642 5.4734 14.7427 0.348
H -10.2485 5.8019 14.8880 0.248
H -10.8058 4.3730 13.9638 0.352
C -5.7796 7.3906 7.5725 -1.641
C -7.0655 8.1540 7.6767 1.226
C -8.1409 7.2976 8.3901 -1.144
O -9.4093 7.8913 8.5148 -0.019
C -10.0231 8.3841 7.3032 -0.303
N -6.7959 9.4877 8.4156 1.395
H -6.5957 9.2725 9.3918 0.584
H -5.9704 9.9943 8.0473 -0.012
H -7.6045 10.1288 8.3697 -0.194
H -5.2070 7.3186 8.5055 0.427
H -5.0516 7.9662 7.0024 0.425
H -5.8475 6.3382 7.3049 0.472
H -7.4317 8.5046 6.7132 -0.311
H -7.8865 7.0174 9.4162 0.301
H -8.2645 6.3085 7.9328 0.538
H -9.3460 9.1733 6.9721 -0.326
H -11.0130 8.7531 7.5426 -0.046
H -10.0259 7.5459 6.6005 0.706
C -8.5241 18.0103 4.9523 -1.783
C -8.3466 16.5866 5.3206 1.384
C -7.1549 15.9727 4.5340 -0.283
O -7.7293 15.6323 3.2861 -0.302
C -6.7731 14.8799 2.5147 -0.784
N -8.1915 16.4186 6.8117 0.587
H -8.9523 16.8804 7.3396 0.294
H -8.1409 15.4781 7.1939 -0.240
H -7.4122 16.9045 7.2721 0.529
H -7.7367 18.6723 5.3382 0.460
H -9.3943 18.5063 5.3895 0.345
H -8.5030 18.1916 3.8799 0.434
H -9.3094 16.1006 5.1510 -0.612
H -6.7995 15.0768 5.0536 -0.016
H -6.3659 16.7106 4.3760 0.505
H -7.2172 14.4945 1.6003 0.281
H -6.3395 14.0930 3.1339 0.238
H -5.9998 15.5784 2.1865 0.354
C -5.2405 10.3027 3.8389 -1.346
C -6.2626 9.2667 3.4718 0.225
C -7.6577 9.8119 3.4239 -0.022
O -8.4940 8.7882 2.9353 -0.550
C -9.8908 9.1395 2.8905 -0.235
N -5.9056 8.6853 2.0862 -0.151
H -5.8702 9.4398 1.3989 0.405
H -5.2126 7.9486 1.9595 0.344
H -6.7860 8.2067 1.8375 0.376
H -5.4683 10.8636 4.7461 0.005
H -5.2112 11.0837 3.0736 0.453
H -4.2304 9.9183 3.9666 0.458
H -6.3315 8.4009 4.1336 0.223
H -7.7174 10.6644 2.7314 0.652
H -7.9734 10.2105 4.3915 -0.231
H -10.2395 9.3192 1.8744 0.358
H -9.9728 10.1093 3.3893 -0.256
H -10.4914 8.3994 3.4119 0.303
C -7.4711 13.5554 12.1981 -1.678
C -6.5674 13.3606 10.9752 1.479
C -5.0717 13.6792 11.2143 -0.558
O -4.5965 13.0378 12.3675 -0.375
C -3.1609 12.9031 12.4055 -0.741
N -6.6073 11.9485 10.4676 1.086
H -6.0412 11.8774 9.6148 -0.152
H -6.4165 11.2252 11.1611 0.490
H -7.5754 11.7589 10.1391 -0.169
H -7.2171 14.3780 12.8633 0.462
H -7.4523 12.6122 12.7481 0.380
H -8.5201 13.7640 11.9802 0.336
H -6.9408 13.9606 10.1461 -0.334
H -4.8838 14.7589 11.2389 0.544
H -4.4325 13.4211 10.3605 0.007
H -2.8734 12.3310 13.2817 0.277
H -2.8027 13.9211 12.5800 0.340
H -2.7529 12.5221 11.4693 0.273
C -12.1568 20.9087 18.1597 -1.138
C -13.3330 20.0164 17.7074 -0.709
C -13.4545 19.9803 16.1678 -0.526
C -12.4249 19.0692 15.5630 -0.972
P -12.3884 18.8781 13.7486 0.659
C -11.1429 20.0354 13.1193 -1.064
C -11.6533 21.4655 12.8360 -0.085
C -10.5398 22.5168 12.8541 -0.885
C -10.3095 23.1659 14.1929 -1.171
C -12.0136 17.2254 13.1196 -0.165
C -12.8987 16.1127 13.6978 -1.160
C -13.0615 14.8762 12.7882 0.213
C -11.7747 14.1059 12.7273 -0.978
C -14.0147 19.2943 13.1272 -1.166
C -14.1052 19.5019 11.6004 -0.610
C -15.1037 20.6563 11.3029 -0.834
C -15.3231 20.9389 9.8093 -1.287
H -11.2277 20.5132 17.7462 0.284
H -12.0738 20.9006 19.2451 0.395
H -12.2915 21.9377 17.8285 0.295
H -14.2521 20.3303 18.1987 0.396
H -13.1439 18.9921 18.0354 0.321
H -13.4342 20.9483 15.6654 0.283
H -14.4376 19.5509 15.9529 0.361
H -12.3409 18.0275 15.8960 0.698
H -11.3787 19.3576 15.7239 0.463
H -10.6213 19.5771 12.2777 0.637
H -10.4490 20.0173 13.9657 0.658
H -12.3564 21.7621 13.6182 0.161
H -12.1254 21.4903 11.8553 0.133
H -10.6852 23.3145 12.1195 0.448
H -9.6469 22.0450 12.4272 0.369
H -11.1097 23.8512 14.4706 0.309
H -9.4251 23.7970 14.0963 0.406
H -10.1546 22.3709 14.9260 0.283
H -10.9438 17.0022 13.1409 0.797
H -12.1686 17.2545 12.0333 -0.406
H -13.9108 16.4589 13.9237 0.428
H -12.4791 15.8845 14.6814 0.424
H -13.2018 15.2226 11.7580 -0.389
H -13.9310 14.2936 13.0865 0.510
H -11.7482 13.1068 12.2930 0.192
H -11.3106 14.0267 13.7190 0.511
H -10.9777 14.6840 12.2449 0.054
H -14.2793 20.2517 13.5913 0.862
H -14.8304 18.6803 13.5127 0.675
H -14.5296 18.5703 11.2170 0.468
H -13.1439 19.6836 11.1217 0.214
H -14.6431 21.5021 11.8217 0.457
H -16.0673 20.4689 11.7808 0.439
H -15.8649 20.0945 9.3790 0.251
H -14.3270 20.8781 9.3664 0.318
H -15.8629 21.8614 9.6234 0.389
C -18.0423 16.9552 6.9829 -1.234
C -16.6489 17.1642 6.4251 -0.537
C -16.0056 15.8649 5.9027 -0.904
C -15.4746 14.9844 7.0334 0.090
P -14.6490 13.4497 6.5907 0.296
C -13.6768 12.8613 8.0241 1.323
C -14.4974 12.7111 9.3236 -0.653
C -14.1559 11.4496 10.1369 0.448
C -15.2783 11.0423 11.0693 -1.574
C -13.6162 13.6320 5.0554 0.064
C -13.0243 12.3543 4.4506 0.187
C -12.2216 12.6933 3.1718 -1.064
C -10.8339 13.3117 3.4719 -0.322
C -15.9244 12.2170 6.1654 -1.659
C -17.1194 11.8421 7.1023 -0.292
C -18.1512 11.1229 6.2790 -0.390
C -19.4192 10.8292 7.0348 -1.389
H -17.9652 16.2315 7.8006 0.282
H -18.6394 16.4690 6.2093 0.329
H -18.5620 17.8408 7.3376 0.391
H -15.9163 17.6207 7.0930 0.214
H -16.7052 17.7561 5.5088 0.390
H -15.2125 16.1145 5.1941 0.302
H -16.7086 15.3512 5.2366 0.595
H -16.2303 14.6708 7.7560 0.963
H -14.6854 15.5788 7.5077 -0.291
H -12.7671 13.4526 8.1542 -1.093
H -13.1458 11.9257 7.8120 0.493
H -15.5592 12.8414 9.0958 0.748
H -14.3540 13.5902 9.9592 0.069
H -13.2810 11.6373 10.7605 -0.250
H -13.9244 10.6478 9.4338 0.157
H -15.6512 11.7349 11.8279 0.281
H -14.9797 10.1694 11.6558 0.374
H -16.2052 10.8027 10.5398 0.328
H -12.7991 14.2993 5.3432 -0.720
H -14.2595 14.1731 4.3597 0.996
H -13.7542 11.5856 4.1967 0.368
H -12.2702 11.9192 5.1092 -0.197
H -12.8042 13.2649 2.4492 0.450
H -12.0252 11.7430 2.6656 0.325
H -10.2713 12.6959 4.1742 -0.216
H -10.9839 14.2827 3.9525 -0.040
H -10.3198 13.5412 2.5405 0.519
H -15.4849 11.2340 5.9823 0.703
H -16.2560 12.6229 5.2043 0.674
H -17.4914 12.7350 7.6112 0.403
H -16.6693 11.2148 7.8750 0.120
H -17.6571 10.2440 5.8501 0.320
H -18.4620 11.6657 5.3800 0.362
H -19.1613 10.3838 8.0013 0.311
H -20.2502 10.3127 6.5593 0.402
H -19.9177 11.7498 7.3602 0.336
N -10.8732 17.1798 7.5254 -0.502
S -11.3162 16.3945 8.9409 0.351
O -11.9917 15.1185 8.8694 -0.750
O -11.6000 17.3764 9.9633 -0.511
F -9.8082 15.9225 9.2799 -0.279
S -12.1004 16.9752 6.6699 1.014
O -13.3895 17.1106 7.3050 -0.525
O -11.9236 16.1437 5.5153 -0.808
F -12.0559 18.4261 5.9767 -0.432
N -4.9664 11.6282 8.1335 -0.746
S -4.7767 13.1309 7.4770 0.946
O -4.7814 13.1721 6.0515 -0.570
O -4.1282 14.1984 8.1909 -0.652
F -6.2842 13.5478 7.8509 -0.183
S -3.5616 11.1035 7.6323 0.800
O -2.3851 11.5831 8.3075 -0.602
O -3.3706 10.6534 6.2815 -0.544
F -3.7799 9.6077 8.2474 -0.336
N -8.8533 11.5177 8.5588 -0.103
S -9.3354 12.4143 7.4033 -0.735
O -8.9227 13.7773 7.4959 -0.260
O -10.5320 12.1077 6.6587 -0.156
F -8.2095 11.8416 6.3584 -0.057
S -10.2963 11.7076 9.3972 0.231
O -11.1165 10.5315 9.4418 -0.249
O -10.9364 12.9766 9.6032 0.014
F -9.5096 11.5873 10.8488 -0.468
```

Summary:
Electronic energy   -202649.68900 eV
LUMO   -7.72 eV
E_HOMO   -16.66 eV
Net charge   +4